[1]
Formula: C27H43IIrNOSSi2
Source: the Open Molecules 2025 dataset
Level of theory: ωB97M-V/def2-TZVPD

Geometry as XYZ:
```
77
Properties=species:S:1:pos:R:3:lowdin_charge:R:1
Ir -0.6367 -0.2912 -0.2772 1.193
I -2.2281 -3.1846 3.1532 0.857
C -2.6187 -2.4500 1.2899 -0.642
H -3.4545 -1.7650 1.2436 -0.040
H -2.4428 -3.1408 0.4761 -0.035
S 1.7135 2.9860 -2.7752 1.131
C 0.6695 1.7982 -2.1412 -0.485
N 1.0332 1.2137 -1.0423 -0.048
C 2.2654 1.7251 -0.6096 -0.288
C 2.9818 1.3436 0.5261 -0.027
C 4.1896 1.9526 0.7835 -0.054
C 4.7028 2.9416 -0.0688 -0.062
C 4.0087 3.3328 -1.1909 -0.070
C 2.7858 2.7128 -1.4489 -0.455
H -0.2507 1.5489 -2.6450 0.021
H 2.5973 0.5844 1.1868 0.087
H 4.7530 1.6614 1.6603 0.112
H 5.6559 3.4006 0.1555 0.114
H 4.3975 4.0949 -1.8522 0.117
C 0.3609 2.2235 2.6433 -0.046
C 0.0213 1.1354 3.6702 -0.345
C -1.4358 0.6794 3.5370 -0.063
C 0.9982 -0.0165 3.6394 -0.094
C 1.8326 -0.2428 4.7032 0.000
C 2.7660 -1.2891 4.6857 0.004
C 2.8722 -2.1476 3.5829 -0.002
C 2.0658 -2.0029 2.4832 -0.095
C 2.2385 -2.9287 1.2983 -0.346
C 2.9818 -2.2212 0.1552 -0.042
C 0.9571 -3.5884 0.7831 -0.066
C 1.1269 -0.8969 2.4896 -0.275
O 0.4453 -0.6617 1.4517 -0.202
H -0.2937 3.0824 2.7984 0.092
H 0.2154 1.8759 1.6198 0.039
H 1.3931 2.5620 2.7438 0.085
H 0.1299 1.5860 4.6588 0.135
H -1.6325 0.2438 2.5557 0.034
H -2.0974 1.5374 3.6654 0.091
H -1.6944 -0.0649 4.2901 0.062
H 1.7762 0.4072 5.5673 0.126
H 3.4148 -1.4380 5.5389 0.120
H 3.6028 -2.9469 3.5997 0.127
H 2.8747 -3.7406 1.6573 0.135
H 2.3300 -1.5035 -0.3489 0.054
H 3.3036 -2.9554 -0.5841 0.091
H 3.8643 -1.6884 0.5110 0.085
H 0.2472 -2.8611 0.3851 0.023
H 0.4533 -4.1543 1.5664 0.056
H 1.2145 -4.2788 -0.0218 0.092
C -4.8425 0.9640 -1.3551 -0.173
Si -3.0399 1.3820 -1.5423 0.391
C -2.8544 2.5321 -3.0000 -0.171
C -2.4641 2.3395 -0.0283 -0.190
C -2.1200 -0.2772 -1.6436 -0.569
Si -1.5241 -1.0852 -3.2541 0.389
C -1.3578 0.0245 -4.7471 -0.171
C -2.7733 -2.4016 -3.6656 -0.174
C 0.1598 -1.8721 -2.9730 -0.193
H -5.4510 1.8709 -1.3102 0.042
H -5.0325 0.3898 -0.4450 0.034
H -5.1910 0.3711 -2.2049 0.039
H -3.3820 3.4582 -2.7546 0.047
H -3.3088 2.1267 -3.9039 0.033
H -1.8253 2.8051 -3.2361 0.016
H -3.2329 3.0519 0.2840 0.046
H -1.5558 2.9126 -0.2395 0.030
H -2.2638 1.6960 0.8359 -0.006
H -2.8634 -0.9963 -1.2622 -0.007
H -2.3251 0.3997 -5.0817 0.033
H -0.9420 -0.5779 -5.5598 0.047
H -0.6955 0.8806 -4.6147 0.018
H -3.7553 -1.9507 -3.8321 0.039
H -2.8727 -3.1324 -2.8592 0.035
H -2.4982 -2.9433 -4.5740 0.042
H 0.9608 -1.1271 -2.9871 0.024
H 0.3748 -2.5912 -3.7690 0.045
H 0.2209 -2.4198 -2.0260 0.002
```

Summary:
- E_LUMO (alpha / beta): -2.271 / -5.457 eV
- Spin multiplicity: 6
- Net charge: +1
- Strongest force on any atom: 0.01148 Eh/bohr
- Relative energy (zero: lowest compared OMol25 entry of this formula, charge and spin): 94.11 kJ/mol
- E_tot: -2563.4949 Eh
- HOMO-LUMO gap (alpha / beta): 8.02 / 6.20 eV

***

[2]
Formula: C27H43N4O4S2
Source: the Open Molecules 2025 dataset
Level of theory: ωB97M-V/def2-TZVPD

Geometry as XYZ:
```
80
Properties=species:S:1:pos:R:3:lowdin_charge:R:1
C 5.4012 -0.7456 0.5650 0.169
C 4.0659 -1.2168 0.7471 -0.045
C 2.6628 -2.0627 0.8748 -0.056
C 2.2445 -2.9120 2.2591 0.103
C 0.7780 -3.6020 2.0414 -0.014
N -0.1499 -3.6325 0.8997 0.082
N 0.1989 -2.9382 -0.2190 -0.078
C -0.8335 -3.0235 -1.3651 -0.101
C -1.9207 -4.2545 -1.1475 -0.185
C -3.2497 -3.8260 -0.2798 -0.224
C -4.1441 -2.6188 -0.9427 -0.213
C -5.4765 -2.2543 -0.0012 -0.260
N -4.9883 -1.9569 1.4111 -0.056
C 1.4824 -2.1883 -0.2471 -0.007
C 1.8203 -1.3115 -1.6310 -0.132
C 1.7400 0.3197 -1.3840 -0.202
C 0.3657 1.0274 -1.9254 -0.168
C -0.8866 0.6196 -0.9556 -0.200
N -1.5669 1.7622 -0.2441 -0.188
C -1.5104 3.2638 -0.3973 -0.030
C -2.5962 3.7517 0.7331 -0.086
C -3.3032 2.4951 1.5421 -0.043
C -2.5500 1.2309 0.8206 -0.052
H 6.5545 -0.4573 0.4666 0.057
H 2.9086 -2.9490 3.2239 0.130
H 0.3901 -4.1998 3.0028 0.136
H -0.3137 -3.2148 -2.4083 0.139
H -1.4683 -2.0488 -1.4838 0.102
H -1.4499 -5.2426 -0.7363 0.116
H -2.3174 -4.5146 -2.2430 0.132
H -3.9547 -4.7891 -0.2668 0.128
H -3.0020 -3.6024 0.8473 0.100
H -4.4868 -2.8642 -2.0579 0.122
H -3.5592 -1.5820 -1.0341 0.086
H -6.2008 -3.1735 -0.0752 0.118
H -5.9544 -1.2531 -0.4143 0.123
H -5.4171 -2.6419 2.0869 0.079
H -5.2743 -0.9748 1.6935 0.077
H 1.2611 -1.6919 -2.5788 0.109
H 2.9774 -1.5349 -1.8287 0.127
H 1.9451 0.5392 -0.2292 0.128
H 2.6794 0.7754 -1.9622 0.130
H 0.5614 2.1960 -2.0126 0.115
H 0.1577 0.6672 -3.0404 0.127
H -0.6162 -0.2439 -0.1759 0.119
H -1.7121 0.1284 -1.6633 0.118
H -0.8423 3.8466 -1.1604 0.101
H -2.8851 4.8554 0.9954 0.072
H -4.1147 2.4718 2.3846 0.083
H -2.6729 0.0746 0.9661 0.091
C -8.1208 4.8497 -0.6239 -0.225
C -6.8298 5.2623 0.0815 -0.221
C -6.8757 4.6861 1.4957 -0.226
S -7.8906 3.2187 1.4047 0.665
O -9.0918 3.4405 2.1819 -0.316
O -7.0547 2.0487 1.5859 -0.352
C -8.3003 3.3692 -0.3230 -0.237
H -8.0734 5.0381 -1.7004 0.119
H -8.9636 5.4207 -0.2163 0.124
H -5.9703 4.8467 -0.4584 0.115
H -6.7097 6.3499 0.1021 0.118
H -5.8785 4.4164 1.8528 0.086
H -7.3469 5.3812 2.1960 0.110
H -9.3177 3.0154 -0.4981 0.111
H -7.5875 2.7629 -0.8899 0.109
C 11.7516 -0.3462 -0.7750 -0.222
C 11.9805 -0.1865 0.7272 -0.216
C 10.6102 -0.0432 1.3873 -0.223
S 9.4565 -0.9144 0.3377 0.672
O 8.5344 0.0465 -0.2303 -0.349
O 9.0067 -2.1137 1.0159 -0.329
C 10.6375 -1.3726 -0.9156 -0.231
H 12.6606 -0.6663 -1.2926 0.123
H 11.4361 0.6120 -1.2048 0.124
H 12.4858 -1.0790 1.1161 0.123
H 12.6181 0.6747 0.9501 0.121
H 10.5970 -0.4850 2.3869 0.110
H 10.2981 1.0036 1.4384 0.110
H 10.1632 -1.3601 -1.8984 0.113
H 10.9979 -2.3793 -0.6837 0.115
```

Summary:
- E_LUMO: -4.808 eV
- Net charge: +1
- Strongest force on any atom: 0.20014 Eh/bohr
- E_tot: -2369.9808 Eh
- HOMO-LUMO gap: 4.91 eV

***

[3]
Formula: C27H43N5OReSSi3
Source: the Open Molecules 2025 dataset
Level of theory: ωB97M-V/def2-TZVPD

Geometry as XYZ:
```
81
Properties=species:S:1:pos:R:3:lowdin_charge:R:1
Re 0.0425 -0.6627 0.9973 1.177
C -2.2664 2.7564 -0.0376 0.055
C -1.7054 1.4468 -0.4636 -0.462
O -0.5680 1.0827 -0.0551 -0.159
N -2.4000 0.6645 -1.2804 0.129
C -1.8969 -0.5937 -1.8299 -0.036
C -2.1138 -1.8073 -0.9124 -0.260
C -3.1225 -2.9225 -1.2607 -0.068
C -2.9033 -4.4648 0.3083 -0.136
C -2.2213 -4.3578 1.6302 0.038
C -1.3519 -3.3905 1.8909 -0.055
N -1.0660 -2.4133 0.8761 -0.161
H -1.5666 3.5413 -0.3263 0.115
H -2.3277 2.7589 1.0520 0.106
H -3.2431 2.9611 -0.4692 0.098
H -3.3050 0.9956 -1.5787 0.167
H -0.8300 -0.4646 -2.0075 0.093
H -2.3730 -0.7470 -2.7958 0.147
H -3.6009 -2.8522 -2.2349 0.159
H -3.3036 -5.4643 0.1634 0.153
H -2.4315 -5.0847 2.4058 0.136
H -0.8383 -3.2453 2.8261 0.091
C 1.6412 -2.7129 3.6121 -0.202
Si 2.2595 -1.4804 2.3505 0.557
C 2.6769 0.2398 2.9641 -0.203
C 3.7501 -2.2342 1.5317 -0.189
C 1.3395 -1.2590 -0.2939 -0.462
Si 2.6554 -0.1935 -1.2189 0.434
C 3.2643 1.2682 -0.2316 -0.167
C 1.6931 0.4840 -2.6909 -0.155
C 4.0683 -1.2470 -1.8581 -0.152
Si 0.8104 -2.9159 -1.0879 0.527
C 1.5480 -4.4475 -0.3162 -0.142
C 0.8942 -2.9693 -2.9529 -0.141
C -1.0288 -2.8876 -0.5863 -0.261
C -2.0552 -3.9932 -0.9004 -0.101
C -4.0001 -3.3699 -0.0588 -0.134
C -4.2676 -2.3196 0.9670 0.029
C -3.3497 -1.4076 1.2609 -0.069
N -2.1214 -1.3927 0.5186 -0.068
H 2.3606 -2.6590 4.4384 0.058
H 1.6775 -3.7324 3.2172 0.038
H 0.6663 -2.4916 4.0325 -0.006
H 2.2847 0.3233 3.9820 0.013
H 2.2692 1.0636 2.3844 0.010
H 3.7663 0.3424 2.9705 0.052
H 4.4077 -2.5593 2.3473 0.064
H 4.3037 -1.4973 0.9540 0.017
H 3.5536 -3.1075 0.9096 0.020
H 2.4601 1.8249 0.2558 0.030
H 3.7383 1.9525 -0.9428 0.052
H 4.0100 1.0120 0.5204 0.032
H 0.7829 1.0059 -2.3834 0.021
H 1.4467 -0.2679 -3.4398 0.023
H 2.3263 1.2276 -3.1850 0.054
H 4.5432 -1.8722 -1.1063 0.021
H 4.8430 -0.5968 -2.2749 0.054
H 3.7364 -1.8979 -2.6718 0.028
H 2.6071 -4.5501 -0.5644 0.047
H 1.0399 -5.3384 -0.6975 0.052
H 1.4466 -4.4494 0.7730 0.029
H 1.9224 -3.0142 -3.3167 0.041
H 0.3967 -2.1315 -3.4418 0.027
H 0.3972 -3.8853 -3.2892 0.052
H -1.7177 -4.7669 -1.5860 0.155
H -4.9193 -3.8534 -0.3770 0.152
H -5.2145 -2.3070 1.4940 0.133
H -3.4459 -0.6418 2.0172 0.095
C -2.7788 1.1733 7.5492 -0.015
C -1.5903 0.6509 6.8110 -0.299
C -0.4065 0.2946 7.4602 0.012
C 0.6373 -0.1515 6.6786 -0.086
N 0.5463 -0.2478 5.3471 0.047
C -0.6112 0.1171 4.8383 -0.726
S -0.8661 0.0688 3.0685 0.660
N -1.6805 0.5502 5.4822 0.096
H -2.8197 0.7861 8.5658 0.088
H -3.6934 0.9217 7.0178 0.085
H -2.7143 2.2625 7.6085 0.099
H -0.3133 0.3638 8.5350 0.123
H 1.5847 -0.4463 7.1155 0.123
```

Summary:
- E_LUMO (alpha / beta): -6.052 / -7.436 eV
- Spin multiplicity: 4
- Net charge: +2
- Strongest force on any atom: 0.01476 Eh/bohr
- Relative energy (zero: lowest compared OMol25 entry of this formula, charge and spin): 506.60 kJ/mol
- E_tot: -2748.0005 Eh
- HOMO-LUMO gap (alpha / beta): 7.20 / 6.43 eV